1.
{"formula": "C4H13NO", "method": "ωB97M-V/def2-TZVPD", "total_charge": 1, "gap_ev": [10.723, 5.328], "de_lowest_ev": 1.4643, "homo_energy_ha": [-0.527, -0.527], "multiplicity": 2, "elements": ["C", "C", "C", "C", "N", "H", "H", "H", "H", "H", "H", "H", "H", "H", "H", "H", "H", "H", "O"], "coordinates": [[1.025, 1.224, 0.609], [0.161, 0.955, -0.644], [-0.344, -0.486, -0.726], [-1.738, -0.659, -0.029], [-2.694, 0.294, -0.420], [1.123, 2.303, 0.771], [0.476, 0.961, 1.514], [2.040, 0.843, 0.553], [0.750, 1.194, -1.526], [-0.668, 1.663, -0.507], [0.249, -1.252, -0.220], [-0.392, -0.847, -1.758], [-2.111, -1.688, -0.026], [-1.406, -0.631, 1.033], [-3.289, 0.574, 0.374], [-2.451, 1.182, -0.875], [2.932, -2.071, 1.321], [3.124, -1.321, 0.136], [3.212, -2.238, 0.419]], "lowdin_charge": [-0.08, -0.23, -0.16, -0.17, 0.30, 0.08, 0.07, 0.07, 0.12, 0.09, 0.12, 0.13, 0.17, 0.18, 0.17, 0.15, 0.03, 0.01, -0.05]}



2.
{"formula": "C7H4FNO2", "method": "ωB97M-V/def2-TZVPD", "gap_ev": 9.132, "homo_energy_ha": -0.340, "smiles": "O=c1[nH]oc2cccc(F)c12", "multiplicity": 1, "elements": ["C", "C", "C", "C", "C", "C", "C", "H", "H", "H", "H", "N", "O", "O", "F"], "coordinates": [[0.808, -0.152, -1.194], [1.830, 0.729, -1.186], [1.947, 1.623, -0.063], [1.043, 1.560, 1.050], [0.009, 0.633, 0.877], [-1.402, -0.890, 0.036], [-0.138, -0.175, -0.181], [2.404, 0.804, -2.186], [2.797, 2.293, 0.112], [1.277, 2.324, 1.868], [-2.604, -0.424, 1.733], [-1.523, -0.734, 1.597], [-0.809, 0.413, 1.914], [-2.150, -1.631, -0.555], [0.652, -1.120, -2.179]], "lowdin_charge": [-0.20, -0.01, -0.03, 0.03, -0.27, -0.29, -0.04, 0.15, 0.11, 0.14, 0.20, 0.08, -0.02, 0.11, 0.06]}



3.
{"formula": "C12H14ClNO6S2", "method": "ωB97M-V/def2-TZVPD", "gap_ev": 8.734, "de_lowest_ev": 0.0403, "homo_energy_ha": -0.329, "smiles": "CSCC[C@@H](NS(=O)(=O)c1cc(C(=O)O)ccc1Cl)C(=O)O", "multiplicity": 1, "elements": ["C", "H", "H", "H", "S", "C", "C", "H", "C", "N", "S", "O", "O", "C", "C", "C", "C", "C", "C", "Cl", "H", "H", "C", "O", "O", "H", "H", "H", "H", "C", "O", "O", "H", "H", "H", "H"], "coordinates": [[2.147, -4.031, 0.605], [2.709, -4.748, 1.194], [2.569, -3.958, -0.393], [1.103, -4.326, 0.564], [2.313, -2.431, 1.446], [1.565, -1.326, 0.204], [0.073, -1.563, 0.014], [-0.315, -0.874, -0.737], [-0.710, -1.381, 1.313], [-1.018, 0.019, 1.554], [-2.191, 0.641, 0.514], [-2.662, -0.402, -0.351], [-3.118, 1.420, 1.268], [-1.206, 1.782, -0.480], [0.116, 2.034, -0.192], [0.844, 2.908, -0.997], [0.221, 3.538, -2.074], [-1.112, 3.304, -2.349], [-1.828, 2.420, -1.546], [-3.479, 2.100, -1.825], [-1.606, 3.793, -3.172], [0.802, 4.214, -2.683], [2.278, 3.181, -0.735], [2.943, 3.977, -1.346], [2.780, 2.435, 0.258], [3.716, 2.652, 0.395], [0.570, 1.557, 0.660], [-1.330, 0.182, 2.502], [-0.085, -1.737, 2.146], [-2.014, -2.176, 1.370], [-2.917, -1.865, 2.100], [-2.029, -3.269, 0.614], [-2.899, -3.696, 0.672], [-0.094, -2.576, -0.352], [2.100, -1.471, -0.735], [1.766, -0.322, 0.574]], "lowdin_charge": [-0.39, 0.03, 0.04, 0.03, 0.81, -0.47, -0.21, 0.11, -0.29, -0.07, 0.65, -0.28, -0.27, -0.26, 0.00, -0.11, 0.01, -0.06, -0.63, 0.80, 0.11, 0.13, -0.49, 0.12, 0.11, 0.14, 0.10, 0.12, 0.13, -0.53, 0.11, 0.12, 0.15, 0.11, 0.08, 0.05]}



4.
{"formula": "C3H4ClN", "method": "ωB97M-V/def2-TZVPD", "gap_ev": [8.914, 7.699], "de_lowest_ev": 4.7930, "homo_energy_ha": [-0.309, -0.284], "multiplicity": 1, "elements": ["C", "C", "C", "N", "Cl", "H", "H", "H", "H"], "coordinates": [[0.470, 1.331, 1.431], [0.167, -1.290, -1.052], [-0.456, 0.591, 0.889], [-0.357, -0.999, -2.097], [-2.115, 0.524, 1.113], [0.268, 2.093, 2.176], [1.499, 1.218, 1.146], [0.830, -2.005, -0.602], [-0.307, -1.461, -3.004]], "lowdin_charge": [-0.13, -0.05, -0.68, 0.06, 0.60, 0.05, 0.04, 0.05, 0.07]}



5.
{"formula": "C2H3BrClP", "method": "ωB97M-V/def2-TZVPD", "gap_ev": [8.249, 8.243], "de_lowest_ev": 4.1833, "homo_energy_ha": [-0.322, -0.317], "multiplicity": 1, "elements": ["C", "C", "P", "Cl", "Br", "H", "H", "H"], "coordinates": [[-0.106, 0.898, 0.742], [0.297, -1.523, -0.399], [-0.210, 1.782, -0.663], [0.295, -1.140, -2.089], [-0.375, 1.008, 2.518], [-0.305, -2.217, 0.008], [1.326, -1.586, -0.181], [-0.923, 2.777, 0.065]], "lowdin_charge": [-1.16, -0.47, 0.69, 0.48, 0.65, -0.03, -0.02, -0.14]}



6.
{"formula": "C38H42BrCsFNO2Sb2Se2", "method": "ωB97M-V/def2-TZVPD", "total_charge": -2, "gap_ev": 4.442, "de_lowest_ev": 1.2243, "homo_energy_ha": -0.041, "multiplicity": 1, "elements": ["Cs", "O", "C", "C", "C", "O", "C", "Se", "C", "Se", "H", "H", "H", "H", "H", "H", "H", "H", "H", "H", "C", "C", "C", "Sb", "C", "C", "C", "C", "C", "C", "C", "C", "C", "C", "C", "C", "Sb", "C", "C", "C", "C", "C", "C", "C", "C", "C", "C", "C", "C", "H", "H", "H", "H", "H", "H", "H", "H", "H", "H", "H", "H", "H", "H", "H", "H", "H", "H", "H", "H", "H", "H", "H", "H", "H", "H", "C", "C", "C", "C", "C", "Br", "N", "C", "H", "H", "H", "H", "H", "H", "F"], "coordinates": [[-1.490, -0.225, -1.243], [-4.245, -1.933, -3.090], [-5.490, -1.246, -3.014], [-5.960, -0.886, -1.581], [-7.432, -1.318, -1.471], [-7.924, -1.374, -0.132], [-5.884, 0.643, -1.343], [-4.169, 1.567, -1.688], [-5.122, -1.633, -0.526], [-5.360, -3.600, -0.454], [-4.363, -2.747, -2.559], [-6.264, -1.854, -3.501], [-5.359, -0.328, -3.586], [-7.535, -2.300, -1.940], [-8.062, -0.608, -2.012], [-7.466, -2.136, 0.259], [-6.173, 0.848, -0.314], [-6.624, 1.130, -1.982], [-5.321, -1.208, 0.459], [-4.089, -1.447, -0.771], [3.725, -0.081, -0.155], [3.032, 1.279, -0.271], [2.305, 1.713, 1.017], [0.369, 2.517, 0.534], [-0.804, 1.708, 2.126], [-0.251, 1.404, 3.371], [-1.047, 0.907, 4.395], [-2.403, 0.679, 4.176], [-2.962, 0.965, 2.937], [-2.170, 1.493, 1.920], [0.705, 4.413, 1.566], [-0.181, 4.934, 2.514], [0.056, 6.164, 3.121], [1.186, 6.902, 2.793], [2.077, 6.404, 1.849], [1.833, 5.175, 1.245], [2.407, -1.809, -0.183], [1.959, -1.949, 1.923], [2.959, -1.916, 2.895], [2.649, -2.064, 4.244], [1.332, -2.286, 4.635], [0.329, -2.339, 3.675], [0.640, -2.153, 2.332], [4.175, -3.123, 0.176], [3.919, -4.422, 0.636], [4.935, -5.353, 0.820], [6.254, -5.008, 0.538], [6.536, -3.729, 0.075], [5.507, -2.804, -0.103], [4.336, -0.140, 0.751], [4.393, -0.237, -1.007], [2.325, 1.226, -1.104], [3.768, 2.046, -0.540], [2.897, 2.425, 1.597], [2.089, 0.845, 1.646], [0.810, 1.554, 3.550], [-0.602, 0.668, 5.354], [-3.019, 0.270, 4.968], [-4.014, 0.785, 2.751], [-2.645, 1.729, 0.966], [-1.064, 4.367, 2.791], [-0.645, 6.545, 3.856], [1.372, 7.858, 3.269], [2.963, 6.972, 1.586], [2.544, 4.800, 0.511], [3.996, -1.789, 2.600], [3.439, -2.027, 4.987], [1.088, -2.414, 5.684], [-0.701, -2.502, 3.967], [-0.156, -2.173, 1.596], [2.897, -4.711, 0.869], [4.699, -6.347, 1.184], [7.051, -5.729, 0.678], [7.559, -3.447, -0.149], [5.765, -1.812, -0.460], [1.474, 2.280, -6.147], [1.161, 0.916, -5.588], [0.750, -0.139, -6.390], [0.428, -1.360, -5.826], [0.533, -1.476, -4.449], [0.059, -3.110, -3.612], [0.927, -0.501, -3.662], [1.235, 0.669, -4.225], [1.624, 2.239, -7.226], [2.374, 2.697, -5.691], [0.654, 2.974, -5.948], [0.669, -0.003, -7.463], [0.088, -2.195, -6.422], [1.545, 1.454, -3.538], [0.591, -0.174, -0.025]], "lowdin_charge": [0.74, -0.16, -0.25, -0.57, -0.28, -0.11, -0.62, 0.18, -0.63, 0.30, -0.02, 0.11, 0.09, 0.08, 0.11, 0.01, 0.04, 0.03, 0.05, -0.04, -0.39, -0.40, -0.39, 1.47, -0.40, -0.13, -0.11, -0.10, -0.07, -0.16, -0.38, -0.12, -0.11, -0.12, -0.12, -0.16, 1.48, -0.38, -0.13, -0.11, -0.11, -0.10, -0.12, -0.38, -0.15, -0.11, -0.13, -0.12, -0.14, 0.05, 0.03, 0.04, 0.09, 0.05, 0.03, 0.10, 0.09, 0.09, 0.11, 0.02, 0.09, 0.09, 0.09, 0.09, 0.09, 0.09, 0.09, 0.09, 0.10, 0.09, 0.09, 0.09, 0.09, 0.09, 0.07, -0.05, -0.26, -0.03, -0.10, -0.76, 0.73, 0.03, -0.09, 0.07, 0.08, 0.09, 0.11, 0.10, 0.12, -0.96]}



no.,maximum force (hartree/bohr)
1,0.061
2,0.101
3,0.015
4,0.030
5,0.085
6,0.038